Arrangement i

Here is the ion C5H8O with charge +1 from the OMol25 dataset. Energies are from ωB97M-V with the def2-TZVPD basis set.

Element x y z (Å)
C  1.801  1.694  0.356
C  0.742  0.763  -0.030
C  0.324  -0.312  0.724
C  -0.761  -1.144  0.351
C  -1.603  -0.926  -0.720
O  -2.682  -1.675  -0.859
H  2.308  2.131  -0.501
H  1.370  2.552  0.884
H  2.524  1.258  1.031
H  0.268  0.943  -0.990
H  0.816  -0.566  1.658
H  -0.845  -2.074  0.896
H  -1.578  -0.126  -1.457
H  -2.686  -2.518  -1.343

As for the multiplicity: 2. The LUMO energy (spin up / spin down) comes out at -0.190 / -0.275 hartree. The net charge is +1. The value obtained for the HOMO energy (spin up / spin down) is -14.232 / -16.140 eV.

Arrangement ii

Here is the ion C5H8O with charge +1 from the OMol25 dataset. Energies are from ωB97M-V with the def2-TZVPD basis set.

Element x y z (Å)
C  2.002  1.366  -0.422
C  0.979  0.784  0.458
C  -0.127  0.090  0.018
O  -0.282  -0.059  -1.291
C  -1.029  -0.638  0.925
C  -1.751  -1.696  0.569
H  2.878  0.647  -0.455
H  1.578  1.604  -1.388
H  2.400  2.269  0.040
H  1.140  0.666  1.510
H  -1.123  0.282  -1.673
H  -1.001  -0.358  1.986
H  -1.786  -2.266  -0.368
H  -2.649  -1.896  1.129

As for the multiplicity: 2. The LUMO energy (spin up / spin down) comes out at -0.180 / -0.290 hartree. The net charge is +1. The value obtained for the HOMO energy (spin up / spin down) is -14.690 / -15.615 eV.

Pick arrangement i: it beats the second-best structure by 0.277 eV.

Arrangement i

Here is a structure of composition C3H5Br2NO2 from the OMol25 dataset. Energies are from ωB97M-V with the def2-TZVPD basis set.

Element x y z (Å)
C  -1.077  -0.233  -1.976
C  -1.390  0.052  -0.734
C  1.471  -0.046  0.387
N  0.869  -0.242  1.513
O  0.883  -1.209  2.304
O  0.170  0.840  1.915
Br  2.291  -1.542  -0.472
Br  1.487  1.593  -0.354
H  -1.005  -1.182  -2.538
H  0.266  0.866  2.922
H  -0.566  0.581  -2.528
H  -2.090  -0.587  -0.150
H  -1.310  1.109  -0.291

As for the multiplicity: 1. The LUMO energy comes out at 0.014 hartree. The net charge is 0. The value obtained for the HOMO energy is -8.993 eV.

Arrangement ii

Here is a cluster of 2 separate species, C3H5Br2NO2 in total from the OMol25 dataset. Energies are from ωB97M-V with the def2-TZVPD basis set.

Element x y z (Å)
C  -0.552  -1.961  -0.071
C  -0.064  -0.607  0.229
C  0.983  -0.087  -0.395
Br  2.161  -1.040  -1.630
N  1.281  1.298  -0.457
O  2.318  1.612  -0.961
O  0.482  2.010  0.098
H  -0.250  -2.200  -1.040
H  -1.709  -1.863  0.060
H  -0.399  -2.839  0.553
H  -0.686  -0.044  0.983
Br  -2.263  3.137  1.703
H  -1.302  2.585  0.929

As for the multiplicity: 1. The LUMO energy comes out at -0.035 hartree. The net charge is 0. The value obtained for the HOMO energy is -10.353 eV.

Pick arrangement ii: it beats the second-best structure by 1.244 eV.

Arrangement i

Here is the ion C2H4O2PS with charge -1 from the OMol25 dataset. Energies are from ωB97M-V with the def2-TZVPD basis set.

Element x y z (Å)
C  0.270  0.785  0.792
C  1.654  -1.095  -0.363
O  -1.480  -1.231  0.682
O  -2.213  1.094  -0.304
P  -0.985  -0.164  -0.249
S  1.807  0.512  0.199
H  0.127  1.618  1.502
H  1.001  -1.789  0.203
H  1.996  -1.391  -1.331
H  -2.177  1.663  -1.132

As for the multiplicity: 1. The LUMO energy (spin up / spin down) comes out at 0.127 / 0.127 hartree. The net charge is -1. The value obtained for the HOMO energy (spin up / spin down) is -2.839 / -2.724 eV.

Arrangement ii

Here is a cluster of 2 separate species, C2H4O2PS in total from the OMol25 dataset. Energies are from ωB97M-V with the def2-TZVPD basis set.

Element x y z (Å)
C  -0.435  -0.169  1.865
C  -1.087  0.556  0.942
O  1.175  -1.846  -1.235
O  0.349  0.501  -1.461
P  -0.222  1.432  -0.397
S  -1.252  2.953  -1.101
H  -1.166  -0.774  2.408
H  0.618  0.105  2.228
H  0.707  -0.782  -1.082
H  1.312  -1.976  -2.168

As for the multiplicity: 1. The LUMO energy (spin up / spin down) comes out at 0.108 / 0.108 hartree. The net charge is -1. The value obtained for the HOMO energy (spin up / spin down) is -4.292 / -4.296 eV.

Pick arrangement ii: it beats the second-best structure by 0.379 eV.

Arrangement i

Here is a cluster of 3 separate species, C4H13N3S in total from the OMol25 dataset. Energies are from ωB97M-V with the def2-TZVPD basis set.

Element x y z (Å)
C  2.353  -0.472  -0.296
C  2.037  -0.768  -1.593
N  1.674  -2.024  -2.017
N  2.568  0.901  0.061
H  2.626  -1.248  0.399
H  2.167  0.023  -2.311
H  1.897  -2.289  -2.984
H  1.886  -2.787  -1.399
H  3.277  0.970  0.760
H  0.458  -0.011  -0.492
H  1.649  1.274  0.476
C  -2.642  0.396  0.387
C  -1.966  1.668  0.941
S  -0.243  1.316  1.400
N  -2.568  -0.761  1.265
H  -2.187  0.180  -0.564
H  -3.701  0.542  0.188
H  -2.542  2.051  1.812
H  -2.049  2.520  0.241
H  -3.090  -0.596  2.139
H  -1.603  -0.886  1.588

As for the multiplicity: 1. The LUMO energy comes out at -0.020 hartree. The net charge is 0. The value obtained for the HOMO energy is -7.834 eV.

Arrangement ii

Here is an isolated molecule of C4H13N3S from the OMol25 dataset. Energies are from ωB97M-V with the def2-TZVPD basis set.

Element x y z (Å)
N  2.451  1.250  0.535
C  1.164  2.012  0.519
N  -0.093  1.491  -0.049
C  -0.778  0.449  0.773
C  -1.199  -0.794  -0.058
N  -1.802  -1.589  1.027
C  -0.054  -1.468  -0.840
S  -0.247  -1.813  -2.598
H  2.259  0.343  0.148
H  3.254  1.679  0.095
H  1.148  2.392  1.614
H  1.278  2.977  -0.037
H  0.221  1.038  -0.900
H  -0.037  0.049  1.488
H  -1.718  0.876  1.101
H  -1.908  -0.218  -0.843
H  -1.088  -2.257  1.405
H  -2.557  -2.218  0.795
H  0.744  -0.743  -0.785
H  0.248  -2.425  -0.316
H  -1.285  -1.029  -3.074

As for the multiplicity: 1. The LUMO energy comes out at 0.031 hartree. The net charge is 0. The value obtained for the HOMO energy is -8.801 eV.

Pick arrangement ii: it beats the second-best structure by 2.053 eV.

Arrangement i

Here is the ion C4H8N3 with charge +1 from the OMol25 dataset. Energies are from ωB97M-V with the def2-TZVPD basis set.

Element x y z (Å)
C  2.468  0.094  0.070
N  1.034  -0.089  -0.009
C  0.424  -1.346  -0.020
N  -0.889  -1.185  0.015
N  -1.211  0.060  0.046
C  -2.634  0.338  0.051
C  0.130  0.854  0.070
H  2.838  -0.450  -0.714
H  2.882  1.122  -0.171
H  2.946  -0.416  1.034
H  1.022  -2.282  -0.067
H  -2.864  0.449  -0.985
H  -3.282  -0.405  0.437
H  -2.987  1.307  0.318
H  0.125  1.949  -0.075

As for the multiplicity: 1. The LUMO energy comes out at -0.151 hartree. The net charge is +1. The value obtained for the HOMO energy is -14.630 eV.

Arrangement ii

Here is a structure of composition C4H8N3 from the OMol25 dataset. Energies are from ωB97M-V with the def2-TZVPD basis set.

Element x y z (Å)
C  3.573  -0.017  0.039
C  -1.851  -0.004  0.741
C  -1.559  -0.982  -0.366
C  -1.390  0.943  -0.265
N  1.244  0.447  -0.223
N  2.342  0.241  0.090
N  -1.222  0.029  -1.267
H  3.843  -1.031  -0.079
H  4.279  0.721  0.270
H  -2.921  -0.012  1.164
H  -1.048  -0.240  1.529
H  -0.712  -1.611  -0.233
H  -2.381  -1.612  -0.767
H  -1.831  1.919  -0.570
H  -0.367  1.210  -0.064

As for the multiplicity: 1. The LUMO energy (spin up / spin down) comes out at -0.274 / -0.274 hartree. The net charge is +1. The value obtained for the HOMO energy (spin up / spin down) is -12.983 / -12.982 eV.

Arrangement iii

Here is the ion C4H8N3 with charge +1 from the OMol25 dataset. Energies are from ωB97M-V with the def2-TZVPD basis set.

Element x y z (Å)
C  -2.246  -0.417  -0.372
C  -0.868  -0.119  -0.135
N  -0.041  -1.162  0.408
N  1.232  -0.780  0.243
C  1.824  0.393  1.028
C  1.277  0.627  -0.355
N  -0.103  0.887  -0.528
H  -2.630  -0.531  -1.509
H  -2.984  0.394  0.074
H  -2.531  -1.356  0.143
H  1.892  -1.554  0.063
H  2.796  0.304  1.372
H  1.095  0.581  1.751
H  1.800  0.973  -1.268
H  -0.513  1.760  -0.915

As for the multiplicity: 1. The LUMO energy comes out at -0.123 hartree. The net charge is +1. The value obtained for the HOMO energy is -13.685 eV.

Arrangement iv

Here is the ion C4H8N3 with charge +1 from the OMol25 dataset. Energies are from ωB97M-V with the def2-TZVPD basis set.

Element x y z (Å)
C  -0.176  1.012  0.517
C  -1.316  0.956  -0.516
C  0.922  0.068  0.040
C  -2.301  0.281  -0.127
N  0.872  -1.240  0.104
N  2.021  0.673  -0.436
N  0.026  -2.187  0.289
H  0.200  2.028  0.656
H  -0.442  0.703  1.487
H  -3.347  0.130  0.141
H  -1.006  1.246  -1.590
H  2.879  0.060  -0.738
H  2.084  1.600  -0.172
H  -0.971  -2.233  0.052
H  0.554  -3.096  0.292

As for the multiplicity: 1. The LUMO energy (spin up / spin down) comes out at -0.229 / -0.139 hartree. The net charge is +1. The value obtained for the HOMO energy (spin up / spin down) is -12.077 / -13.705 eV.

Pick arrangement i: it beats the second-best structure by 1.008 eV.

Arrangement i

Here is the ion C4H8N3 with charge +1 from the OMol25 dataset. Energies are from ωB97M-V with the def2-TZVPD basis set.

Element x y z (Å)
C  -1.003  0.604  1.117
C  0.404  -0.397  -0.480
C  -0.530  -1.687  1.506
C  0.961  1.448  -2.085
N  -0.398  -0.500  0.686
N  -0.866  1.746  0.707
N  0.623  0.702  -0.946
H  -1.339  0.331  2.160
H  0.939  -1.364  -0.672
H  -1.587  -1.720  1.755
H  0.102  -1.493  2.286
H  -0.408  -2.616  1.044
H  1.922  1.133  -2.443
H  0.226  1.276  -2.816
H  0.953  2.536  -1.820

As for the multiplicity: 1. The LUMO energy (spin up / spin down) comes out at -0.267 / -0.268 hartree. The net charge is +1. The value obtained for the HOMO energy (spin up / spin down) is -14.909 / -14.909 eV.

Arrangement ii

Here is a cluster of 2 separate species, C4H8N3 in total from the OMol25 dataset. Energies are from ωB97M-V with the def2-TZVPD basis set.

Element x y z (Å)
C  -0.710  -0.810  -0.782
C  2.288  -0.003  -0.777
C  -2.287  0.460  0.168
C  -1.241  0.154  1.127
N  -1.816  -0.202  -1.000
N  -0.279  -0.525  0.584
N  2.259  0.162  0.393
H  -0.256  -1.440  -1.513
H  2.666  1.101  -1.229
H  -3.111  -0.174  0.266
H  -2.816  1.404  0.032
H  -1.266  0.442  2.155
H  2.249  -1.035  -1.351
H  2.414  0.987  0.833
H  1.906  -0.522  1.095

As for the multiplicity: 1. The LUMO energy comes out at -0.176 hartree. The net charge is +1. The value obtained for the HOMO energy is -13.722 eV.

Arrangement iii

Here is the ion C4H8N3 with charge +1 from the OMol25 dataset. Energies are from ωB97M-V with the def2-TZVPD basis set.

Element x y z (Å)
C  2.094  -1.780  -0.720
N  1.434  -1.260  0.413
N  0.899  -0.224  0.491
C  0.573  0.963  0.703
C  -0.656  1.597  0.408
C  -1.860  1.106  0.065
N  -2.244  -0.113  -0.294
H  1.577  -2.765  -0.987
H  2.100  -1.012  -1.508
H  3.024  -1.836  -0.264
H  1.298  1.721  1.123
H  -0.664  2.754  0.716
H  -2.651  1.893  0.114
H  -3.243  -0.192  -0.256
H  -1.681  -0.852  -0.003

As for the multiplicity: 1. The LUMO energy comes out at -0.181 hartree. The net charge is +1. The value obtained for the HOMO energy is -12.900 eV.

Pick arrangement iii: it beats the second-best structure by 0.058 eV.

Arrangement i

Here is an isolated molecule of C7H13N3O4 from the OMol25 dataset. Energies are from ωB97M-V with the def2-TZVPD basis set.

Element x y z (Å)
C  -3.125  -0.758  1.125
C  -2.202  -0.476  -0.023
N  -0.798  -0.563  0.381
C  0.199  -1.035  -0.428
O  -0.051  -1.487  -1.539
C  1.597  -0.996  0.144
N  2.251  -2.253  -0.216
C  2.348  0.225  -0.399
C  1.819  1.518  0.110
N  2.500  2.629  -0.226
O  0.730  1.596  0.719
C  -2.611  0.878  -0.658
O  -3.692  1.112  -1.135
O  -1.657  1.869  -0.571
H  -2.935  -1.767  1.512
H  -3.060  -0.062  1.977
H  -4.172  -0.659  0.804
H  -2.386  -1.273  -0.796
H  -0.549  -0.012  1.188
H  1.531  -1.044  1.233
H  1.727  -2.987  0.258
H  2.149  -2.458  -1.200
H  3.416  0.177  -0.114
H  2.339  0.186  -1.506
H  2.213  3.536  0.097
H  3.364  2.598  -0.760
H  -0.944  1.505  0.025

As for the multiplicity: 1. The LUMO energy comes out at 0.016 hartree. The net charge is 0. The value obtained for the HOMO energy is -9.539 eV.

Arrangement ii

Here is an isolated molecule of C7H13N3O4 from the OMol25 dataset. Energies are from ωB97M-V with the def2-TZVPD basis set.

Element x y z (Å)
C  1.139  2.680  -1.860
C  0.667  1.231  -1.789
N  0.015  0.957  -0.526
C  -1.074  0.097  -0.418
O  -1.627  -0.454  -1.351
C  -1.589  -0.117  1.045
N  -3.042  -0.156  1.044
C  -1.030  -1.470  1.567
C  0.457  -1.473  1.771
N  0.943  -2.532  2.416
O  1.201  -0.538  1.379
C  1.861  0.286  -2.112
O  2.448  0.303  -3.198
O  2.221  -0.527  -1.110
H  0.281  3.353  -1.701
H  1.842  2.882  -1.037
H  1.580  2.980  -2.821
H  -0.040  1.024  -2.588
H  0.467  1.186  0.338
H  -1.232  0.720  1.651
H  -3.418  0.721  0.659
H  -3.324  -0.833  0.318
H  -1.532  -1.714  2.526
H  -1.243  -2.348  0.911
H  1.948  -2.689  2.480
H  0.385  -3.323  2.719
H  1.697  -0.246  -0.312

As for the multiplicity: 1. The LUMO energy comes out at 0.015 hartree. The net charge is 0. The value obtained for the HOMO energy is -9.480 eV.

Arrangement iii

Here is a structure of composition C7H13N3O4 from the OMol25 dataset. Energies are from ωB97M-V with the def2-TZVPD basis set.

Element x y z (Å)
C  1.273  -0.571  -0.001
C  -0.143  -0.043  0.176
C  2.250  0.649  -0.070
C  3.684  0.139  0.108
C  -2.609  -0.758  0.318
C  -3.280  0.375  -0.488
C  -2.798  -0.840  1.887
H  1.028  -0.983  -2.309
H  2.387  -1.484  -1.283
H  1.720  -1.116  0.930
H  2.093  1.297  0.661
H  2.264  1.409  -0.871
H  3.509  2.025  0.445
H  5.300  1.346  0.798
H  -0.809  -1.821  -0.652
H  -3.084  -1.608  -0.195
H  -1.849  0.094  2.099
H  -2.912  -1.844  2.460
H  -3.887  -0.188  2.298
H  -2.269  1.770  0.356
N  1.291  -1.360  -1.231
N  4.374  1.208  0.013
N  -1.126  -0.938  -0.057
O  -0.213  1.052  0.621
O  4.086  -1.039  0.114
O  -4.170  0.123  -1.298
O  -2.893  1.742  -0.361

As for the multiplicity: 1. The LUMO energy comes out at 0.009 hartree. The net charge is 0. The value obtained for the HOMO energy is -9.754 eV.

Pick arrangement ii: it beats the second-best structure by 0.055 eV.

Arrangement i

Here is an isolated molecule of C4H9FO from the OMol25 dataset. Energies are from ωB97M-V with the def2-TZVPD basis set.

Element x y z (Å)
C  0.891  0.669  0.942
C  0.198  -0.026  -0.286
C  -1.246  0.690  -0.496
O  0.952  -0.065  -1.470
C  -0.089  -1.544  0.090
F  -0.567  -1.478  1.395
H  1.862  1.001  0.648
H  0.234  1.509  1.156
H  0.939  0.045  1.818
H  -1.074  1.712  -0.550
H  -1.926  0.445  0.302
H  -1.627  0.351  -1.513
H  1.453  0.793  -1.595
H  -0.835  -2.034  -0.626
H  0.835  -2.069  0.184

As for the multiplicity: 1. The LUMO energy comes out at 0.033 hartree. The net charge is 0. The value obtained for the HOMO energy is -10.186 eV.

Arrangement ii

Here is an isolated molecule of C4H9FO from the OMol25 dataset. Energies are from ωB97M-V with the def2-TZVPD basis set.

Element x y z (Å)
C  0.311  -1.266  1.223
C  0.163  -0.324  0.054
C  -1.280  -0.546  -0.360
O  -1.623  -0.042  -1.703
C  0.552  1.110  0.230
F  1.884  1.152  0.555
H  0.378  -2.321  0.978
H  -0.558  -1.035  1.745
H  1.203  -1.158  1.862
H  0.854  -0.659  -0.699
H  -1.996  -0.014  0.337
H  -1.498  -1.550  -0.374
H  -1.143  -0.272  -2.445
H  0.416  1.619  -0.756
H  -0.100  1.511  1.094

As for the multiplicity: 1. The LUMO energy comes out at 0.034 hartree. The net charge is 0. The value obtained for the HOMO energy is -10.546 eV.

Pick arrangement i: it beats the second-best structure by 0.400 eV.